C4H11NO2 | ωB97M-V/def2-TZVPD

CARTESIAN COORDINATES (ANGSTROEM)
C (-2.01530, 0.11479, -1.27777)
C (-1.40705, 0.56479, -2.56658)
O (-1.04342, 1.88500, -2.38907)
O (-1.28793, 0.05727, -3.63480)
H (-1.29997, -0.40251, -0.63782)
H (-2.98455, -0.36751, -1.42734)
H (-2.32318, 0.91146, -0.59131)
C (1.60568, -0.80412, 1.12350)
C (1.77974, 0.39674, 2.03333)
N (0.29512, -1.44456, 1.15450)
H (1.74542, -0.55510, 0.07138)
H (2.35208, -1.55959, 1.37583)
H (1.15119, 1.19656, 1.67053)
H (2.84164, 0.64152, 2.04333)
H (-0.50133, 2.23032, -3.11380)
H (-0.53066, -0.87104, 1.25073)
H (0.16591, -2.15434, 1.86976)
H (1.45663, 0.16031, 3.04559)

Output
**Highest occupied orbital energy**: -9.25 eV
**F_max**: 2.6 eV/A
**Gap between HOMO and LUMO**: 9.997 eV
**Energy relative to the best compared isomer or geometry (same formula, charge and spin)**: 0.931 eV
**SMILES**: CC(=O)O.CCN

List of natural (NBO) charges in e, atom by atom: number 1, C, carries -0.750; number 2, C, carries 0.799; number 3, O, carries -0.718; number 4, O, carries -0.564; number 5, H, carries 0.257; number 6, H, carries 0.243; number 7, H, carries 0.239; number 8, C, carries -0.212; number 9, C, carries -0.621; number 10, N, carries -0.858; number 11, H, carries 0.183; number 12, H, carries 0.189; number 13, H, carries 0.202; number 14, H, carries 0.211; number 15, H, carries 0.491; number 16, H, carries 0.349; number 17, H, carries 0.359; number 18, H, carries 0.203

C40H109N7O13 | ωB97M-V/def2-TZVPD

CARTESIAN COORDINATES (ANGSTROEM)
C (5.32053, 0.85708, -1.56438)
C (5.28321, 0.45916, -0.06735)
C (5.60117, -1.02768, 0.16753)
O (6.67657, -1.58798, -0.52839)
C (7.89770, -1.43963, 0.16253)
N (6.23125, 1.30567, 0.57887)
H (5.22436, 1.93017, -1.72965)
H (4.49429, 0.42192, -2.12659)
H (6.09882, 0.39091, -2.16858)
H (4.26410, 0.53706, 0.31139)
H (4.68930, -1.56348, -0.09614)
H (5.60260, -1.20642, 1.24277)
H (7.86563, -2.16915, 0.97177)
H (8.21728, -0.43255, 0.43042)
H (8.53301, -1.85549, -0.61949)
H (7.19049, 1.17539, 0.29082)
H (6.04447, 2.28664, 0.42747)
C (1.73677, -3.91361, 1.68720)
C (1.32192, -4.66994, 2.94067)
C (1.66671, -3.88980, 4.29958)
O (3.04740, -4.10372, 4.73132)
C (3.37156, -3.06980, 5.67758)
N (-0.07139, -4.98062, 2.79286)
H (1.06908, -3.10466, 1.39073)
H (1.77737, -4.67348, 0.90678)
H (2.77705, -3.58959, 1.65665)
H (1.75413, -5.67056, 2.93358)
H (0.97930, -4.28952, 5.04509)
H (1.38841, -2.85154, 4.11882)
H (4.10094, -3.54198, 6.33573)
H (2.57552, -2.67726, 6.31030)
H (3.83554, -2.19481, 5.22237)
H (-0.06952, -5.83907, 2.26073)
H (-0.32569, -5.28416, 3.72200)
C (-1.90601, -1.19944, 2.37049)
C (-2.47353, -2.36552, 3.25948)
C (-3.87947, -2.05231, 3.80375)
O (-3.77017, -0.94104, 4.71164)
C (-3.36185, -1.33297, 6.01665)
N (-2.44968, -3.59541, 2.51101)
H (-0.95726, -1.51990, 1.94003)
H (-1.74812, -0.42113, 3.11709)
H (-2.76555, -1.00141, 1.73012)
H (-1.75226, -2.62300, 4.03509)
H (-4.30817, -2.95459, 4.23988)
H (-4.63185, -1.74066, 3.07925)
H (-2.36888, -1.78200, 5.99448)
H (-3.81601, -2.22550, 6.44703)
H (-3.42156, -0.48916, 6.70405)
H (-2.58222, -3.21812, 1.58354)
H (-1.48476, -3.85650, 2.36658)
C (-3.59917, 3.11501, -0.85500)
C (-4.65650, 2.03259, -0.47754)
C (-6.14904, 2.68230, -0.22185)
O (-6.31010, 3.66563, 0.77207)
C (-6.18286, 3.21278, 2.12147)
N (-4.73095, 1.09653, -1.55648)
H (-3.40627, 3.67743, 0.05856)
H (-3.94513, 3.74541, -1.67415)
H (-2.63764, 2.67419, -1.11815)
H (-4.46703, 1.46430, 0.43309)
H (-6.81925, 1.83880, -0.05623)
H (-6.54686, 3.07494, -1.15763)
H (-7.06934, 2.69980, 2.49445)
H (-6.17265, 4.08446, 2.77580)
H (-5.33787, 2.56931, 2.36647)
H (-3.80531, 1.00097, -1.94910)
H (-5.20735, 0.23025, -1.34983)
C (1.28110, 3.83986, -1.70376)
C (1.07681, 3.89840, -0.18709)
C (-0.33754, 4.34068, 0.24120)
O (-0.26537, 4.46502, 1.66486)
C (-1.49173, 5.03902, 2.20654)
N (1.35068, 2.58422, 0.34300)
H (0.49136, 3.40796, -2.31848)
H (2.21163, 3.33249, -1.95830)
H (1.43814, 4.81398, -2.16692)
H (1.82535, 4.62297, 0.13353)
H (-1.11643, 3.59146, 0.09939)
H (-0.59186, 5.28346, -0.24312)
H (-2.42090, 4.47226, 2.14713)
H (-1.73538, 5.92379, 1.61838)
H (-1.44236, 5.22908, 3.27870)
H (2.30936, 2.67279, 0.64826)
H (0.79213, 2.55492, 1.18400)
C (0.71703, 5.24473, 7.54062)
O (0.01691, 4.35299, 8.41012)
C (0.71491, 3.07798, 8.57988)
C (-0.28255, 1.98394, 8.91185)
N (-1.04314, 1.61012, 7.72217)
C (-0.34657, 0.42658, 7.07639)
C (-0.40502, 0.44397, 5.50462)
O (0.31095, 1.56237, 5.12449)
C (0.97100, 1.55018, 3.82687)
H (0.20871, 6.17800, 7.29833)
H (0.72788, 4.80300, 6.54419)
H (1.76534, 5.38387, 7.80482)
H (1.25912, 2.93402, 9.51327)
H (1.35307, 2.73136, 7.76704)
H (-0.95516, 2.24175, 9.72992)
H (0.34120, 1.14618, 9.22361)
H (-1.03328, 2.39819, 7.09055)
H (-0.82066, -0.42326, 7.56741)
H (0.72843, 0.35675, 7.24255)
H (-1.43072, 0.54302, 5.14932)
H (0.01734, -0.46827, 5.08327)
H (1.91218, 2.09842, 3.86834)
H (0.31753, 2.01657, 3.08962)
H (1.25423, 0.58710, 3.40217)
C (2.24470, -0.58100, -3.92293)
O (2.20782, -0.55047, -5.33738)
C (1.44912, -1.59340, -5.91665)
C (1.37487, -1.47915, -7.43830)
N (0.75107, -0.25461, -7.96600)
C (0.72285, -0.31174, -9.41911)
C (0.31230, 1.05480, -10.01308)
O (1.53599, 1.81975, -10.07079)
C (1.48226, 3.14290, -10.66509)
H (1.50981, -1.20127, -3.40979)
H (2.07073, 0.45942, -3.64838)
H (3.22161, -0.94558, -3.60540)
H (0.50943, -1.72428, -5.38003)
H (1.94927, -2.54089, -5.71615)
H (0.94848, -2.43041, -7.75671)
H (2.40810, -1.63594, -7.74806)
H (1.38464, 0.50707, -7.76969)
H (-0.02165, -1.07727, -9.63772)
H (1.62797, -0.60463, -9.95116)
H (-0.27123, 1.65923, -9.31863)
H (-0.25693, 0.87868, -10.92580)
H (2.45031, 3.56454, -10.93566)
H (1.02018, 3.73462, -9.87487)
H (0.77460, 3.13583, -11.49410)
C (-1.21285, 1.16116, -5.03405)
C (-1.87872, 1.05739, -6.41329)
O (-2.26400, -0.28120, -6.64590)
H (-0.80206, 2.15073, -4.83382)
H (-0.44906, 0.38429, -4.99945)
H (-1.89821, 0.89366, -4.22980)
H (-1.30400, 1.46883, -7.24305)
H (-2.85255, 1.54203, -6.48314)
H (-1.42511, -0.74212, -6.57232)
C (-3.94931, -4.30923, -2.60473)
C (-3.10003, -3.47527, -1.61428)
O (-3.57767, -2.18779, -1.51621)
H (-4.86825, -4.54174, -2.06659)
H (-3.67192, -5.32436, -2.88877)
H (-4.44862, -3.71780, -3.37220)
H (-2.03595, -3.40056, -1.83845)
H (-3.28009, -3.88871, -0.62194)
H (-4.36694, -2.12678, -0.97314)
C (0.64244, -3.75788, -2.32067)
C (0.61090, -4.76925, -3.43141)
O (1.26738, -5.89502, -2.92985)
H (-0.01147, -2.91002, -2.52470)
H (1.62471, -3.33262, -2.11476)
H (0.22496, -4.13634, -1.38762)
H (0.96740, -4.36464, -4.37868)
H (-0.44165, -5.02158, -3.56019)
H (2.21351, -5.78617, -3.05066)
C (-1.02997, 0.14947, -1.13520)
C (0.09680, -0.41015, -0.28695)
O (1.29514, -0.03247, -0.94057)
H (-1.09798, -0.29236, -2.12932)
H (-0.90033, 1.21596, -1.31927)
H (-2.03706, 0.11632, -0.71953)
H (-0.17556, -1.45908, -0.17008)
H (0.08967, -0.02040, 0.73097)
H (1.51675, 0.88182, -0.74936)

Output
**Highest occupied orbital energy (spin up / spin down)**: 0.62 / -6.70 eV
**F_max**: 2.9 eV/A
**Gap between HOMO and LUMO (spin up / spin down)**: 1.527 / 8.746 eV
**Charge**: -1
**2S+1**: 2
**⟨S²⟩**: 0.75

Löwdin population analysis, charges in e, atoms 1 to 99: number 1, C, carries -0.074; number 2, C, carries -0.439; number 3, C, carries -0.238; number 4, O, carries -0.187; number 5, C, carries -0.122; number 6, N, carries 0.010; number 7, H, carries 0.058; number 8, H, carries 0.042; number 9, H, carries 0.071; number 10, H, carries 0.116; number 11, H, carries 0.114; number 12, H, carries 0.111; number 13, H, carries 0.087; number 14, H, carries 0.071; number 15, H, carries 0.087; number 16, H, carries 0.045; number 17, H, carries 0.039; number 18, C, carries -0.067; number 19, C, carries -0.427; number 20, C, carries -0.166; number 21, O, carries -0.178; number 22, C, carries -0.163; number 23, N, carries 0.012; number 24, H, carries 0.063; number 25, H, carries 0.066; number 26, H, carries 0.074; number 27, H, carries 0.127; number 28, H, carries 0.103; number 29, H, carries 0.106; number 30, H, carries 0.076; number 31, H, carries 0.069; number 32, H, carries 0.061; number 33, H, carries 0.090; number 34, H, carries 0.078; number 35, C, carries -0.023; number 36, C, carries -0.437; number 37, C, carries -0.180; number 38, O, carries -0.192; number 39, C, carries -0.131; number 40, N, carries 0.021; number 41, H, carries 0.055; number 42, H, carries 0.056; number 43, H, carries 0.079; number 44, H, carries 0.120; number 45, H, carries 0.112; number 46, H, carries 0.117; number 47, H, carries 0.063; number 48, H, carries 0.079; number 49, H, carries 0.092; number 50, H, carries 0.039; number 51, H, carries 0.002; number 52, C, carries -0.039; number 53, C, carries -0.401; number 54, C, carries -0.190; number 55, O, carries -0.186; number 56, C, carries -0.111; number 57, N, carries 0.031; number 58, H, carries 0.056; number 59, H, carries 0.088; number 60, H, carries 0.041; number 61, H, carries 0.111; number 62, H, carries 0.103; number 63, H, carries 0.113; number 64, H, carries 0.076; number 65, H, carries 0.081; number 66, H, carries 0.079; number 67, H, carries 0.052; number 68, H, carries 0.064; number 69, C, carries -0.082; number 70, C, carries -0.430; number 71, C, carries -0.183; number 72, O, carries -0.216; number 73, C, carries -0.095; number 74, N, carries 0.066; number 75, H, carries 0.064; number 76, H, carries 0.065; number 77, H, carries 0.063; number 78, H, carries 0.118; number 79, H, carries 0.097; number 80, H, carries 0.124; number 81, H, carries 0.063; number 82, H, carries 0.079; number 83, H, carries 0.080; number 84, H, carries 0.068; number 85, H, carries 0.045; number 86, C, carries -0.128; number 87, O, carries -0.177; number 88, C, carries -0.215; number 89, C, carries -0.241; number 90, N, carries -0.045; number 91, C, carries -0.181; number 92, C, carries -0.250; number 93, O, carries -0.207; number 94, C, carries -0.102; number 95, H, carries 0.079; number 96, H, carries 0.071; number 97, H, carries 0.081; number 98, H, carries 0.107; number 99, H, carries 0.119